{
  "formula": "C51H123N9O9",
  "method": "wB97M-V/def2-TZVPD",
  "smiles": "CC1(C)CCCC(C)(C)N1O.CC1(C)CCCC(C)(C)N1O.CC1(C)CCCC(C)(C)N1O.COC[C@H](C)N.COC[C@H](C)N.COC[C@H](C)N.COC[C@H](C)N.COC[C@H](C)N.COC[C@H](C)N",
  "gap_ev": 8.5,
  "relative_energy_kj_mol": 338.07,
  "fmax_ev_per_a": 3.1,
  "elements": ["C", "C", "C", "C", "C", "C", "N", "O", "C", "C", "C", "H", "H", "H", "H", "H", "H", "H", "H", "H", "H", "H", "H", "H", "H", "H", "H", "H", "H", "H", "C", "C", "C", "C", "C", "C", "N", "O", "C", "C", "C", "H", "H", "H", "H", "H", "H", "H", "H", "H", "H", "H", "H", "H", "H", "H", "H", "H", "H", "H", "C", "C", "C", "C", "C", "C", "N", "O", "C", "C", "C", "H", "H", "H", "H", "H", "H", "H", "H", "H", "H", "H", "H", "H", "H", "H", "H", "H", "H", "H", "C", "C", "C", "O", "C", "N", "H", "H", "H", "H", "H", "H", "H", "H", "H", "H", "H", "C", "C", "C", "O", "C", "N", "H", "H", "H", "H", "H", "H", "H", "H", "H", "H", "H", "C", "C", "C", "O", "C", "N", "H", "H", "H", "H", "H", "H", "H", "H", "H", "H", "H", "C", "C", "C", "O", "C", "N", "H", "H", "H", "H", "H", "H", "H", "H", "H", "H", "H", "C", "C", "C", "O", "C", "N", "H", "H", "H", "H", "H", "H", "H", "H", "H", "H", "H", "C", "C", "C", "O", "C", "N", "H", "H", "H", "H", "H", "H", "H", "H", "H", "H", "H"],
  "xyz": [[2.8905, -7.4646, 4.3654], [1.7340, -6.5525, 4.8004], [2.0192, -5.1623, 4.2154], [0.8045, -4.2411, 4.1943], [-0.2831, -4.9151, 3.4036], [-0.6896, -6.2902, 3.8540], [0.4731, -7.0958, 4.2611], [0.1090, -8.3388, 4.8480], [-1.5878, -6.2073, 5.1217], [-1.4816, -7.0334, 2.7790], [1.8151, -6.5043, 6.3364], [3.8954, -7.0514, 4.4708], [2.8690, -7.6284, 3.2803], [2.8189, -8.4497, 4.8277], [2.7443, -4.6772, 4.8733], [2.4836, -5.2929, 3.2353], [1.1905, -3.3102, 3.7761], [0.4643, -4.0192, 5.2094], [0.0525, -4.9195, 2.3549], [-1.2226, -4.3605, 3.3043], [-2.1128, -7.1521, 5.2792], [-1.0593, -6.0447, 6.0599], [-2.4267, -5.5180, 4.9822], [-2.0571, -6.3980, 2.1020], [-0.7633, -7.5184, 2.1126], [-2.1287, -7.8129, 3.1754], [1.2504, -5.7099, 6.8322], [2.8572, -6.3342, 6.6182], [1.5295, -7.4202, 6.8566], [0.3725, -8.9195, 4.1256], [-1.4400, 1.7500, -1.6730], [-0.2865, 0.8398, -1.3096], [0.7736, 1.4808, -0.3864], [0.3504, 1.5796, 1.0725], [0.0262, 0.1783, 1.5574], [-1.0045, -0.5424, 0.7569], [-0.7970, -0.4181, -0.6741], [-1.7121, -1.1800, -1.4204], [-0.8939, -2.0523, 1.1235], [-2.4181, -0.0963, 1.1760], [0.3931, 0.3432, -2.6122], [-2.0544, 2.1289, -0.8515], [-2.2042, 1.1544, -2.1832], [-1.0989, 2.5500, -2.3318], [1.6637, 0.8728, -0.5570], [0.9923, 2.5034, -0.7039], [-0.5737, 2.1409, 1.2396], [1.1456, 1.9667, 1.7105], [-0.0727, -0.1065, 2.6101], [0.9989, -0.3442, 1.4872], [-0.1232, -2.5993, 0.5671], [-0.7132, -2.2696, 2.1773], [-1.7632, -2.6047, 0.7563], [-2.5494, 0.9390, 0.8330], [-3.2052, -0.5544, 0.5776], [-2.5788, -0.1200, 2.2526], [-0.2542, 0.0043, -3.4189], [1.1726, -0.3829, -2.3812], [0.9280, 1.1937, -3.0552], [-1.1067, -1.8620, -1.7609], [2.9874, 8.3131, -2.5301], [2.4709, 7.1460, -3.4173], [2.0411, 6.1259, -2.3739], [1.1591, 5.0486, -2.9443], [-0.0268, 5.7527, -3.6698], [0.3811, 6.6927, -4.8488], [1.4099, 7.6072, -4.2800], [1.7733, 8.7424, -5.0628], [0.9067, 5.9895, -6.0965], [-0.8519, 7.5410, -5.1458], [3.7060, 6.6541, -4.1826], [3.5551, 7.9353, -1.6763], [2.1829, 8.8056, -1.9726], [3.5631, 9.0321, -3.1101], [2.9303, 5.5682, -2.0581], [1.5715, 6.4884, -1.4576], [0.8447, 4.4451, -2.0875], [1.7168, 4.3512, -3.5762], [-0.5480, 6.3170, -2.8973], [-0.6946, 5.0058, -4.1048], [1.8721, 5.5361, -5.8856], [0.1467, 5.2489, -6.3557], [1.0027, 6.7317, -6.8871], [-0.7845, 8.2778, -5.9463], [-1.7313, 6.9033, -5.2741], [-1.1727, 8.1363, -4.2828], [4.6780, 6.8999, -3.7528], [3.7240, 7.1311, -5.1658], [3.6912, 5.5715, -4.3405], [1.1069, 9.3390, -4.7025], [-1.3539, 2.5854, 6.9839], [-2.0094, 2.8612, 5.6309], [-0.9506, 3.2115, 4.5309], [0.1690, 3.9654, 4.8909], [-0.1023, 5.3052, 5.2456], [-2.6996, 1.6418, 5.2103], [-1.0402, 3.5408, 7.4091], [-0.4224, 2.0222, 6.8903], [-2.0175, 2.0567, 7.6650], [-2.6012, 3.7782, 5.5818], [-1.5941, 3.5676, 3.7093], [-0.6027, 2.2743, 4.0810], [-0.5389, 5.8270, 4.3915], [0.8380, 5.7933, 5.5062], [-0.6856, 5.4179, 6.1643], [-2.7232, 1.5297, 4.1962], [-2.0270, 0.9096, 5.4416], [-6.5118, 2.4898, -2.0589], [-5.2859, 2.2307, -1.2265], [-5.1786, 3.0937, 0.0263], [-6.3045, 2.9758, 0.9022], [-6.2238, 1.9007, 1.8175], [-5.2693, 0.8070, -0.8609], [-7.4167, 2.0175, -1.6789], [-6.4714, 2.1955, -3.1126], [-6.6749, 3.5663, -2.1661], [-4.3304, 2.4350, -1.7357], [-5.2301, 4.1594, -0.2095], [-4.1984, 2.9372, 0.4920], [-6.8449, 1.0679, 1.4839], [-6.6413, 2.2477, 2.7699], [-5.2008, 1.5972, 2.0529], [-5.3560, 0.3185, -1.7462], [-4.3554, 0.6229, -0.4629], [4.2751, -1.9216, 2.0438], [4.4627, -0.9272, 3.1816], [4.2022, -1.4356, 4.5937], [2.8180, -1.6882, 4.9239], [1.9534, -0.6617, 4.5560], [5.8798, -0.5652, 3.1486], [4.9965, -2.7416, 2.0113], [4.2505, -1.3967, 1.0914], [3.3390, -2.4885, 2.1169], [3.8330, -0.0858, 2.8785], [4.6267, -0.7298, 5.3140], [4.6519, -2.4079, 4.7841], [0.8874, -0.9299, 4.5651], [1.8608, -0.4881, 3.4711], [2.2173, 0.2376, 5.1177], [6.1342, 0.2197, 3.7388], [6.2024, -0.2954, 2.2272], [-2.5996, -0.6573, -5.3317], [-3.8248, -0.3648, -4.4639], [-4.8175, 0.5121, -5.1858], [-4.2792, 1.8261, -5.2361], [-5.1263, 2.6815, -5.9417], [-4.4481, -1.6400, -4.0809], [-1.9659, -1.3628, -4.7785], [-1.8536, 0.1331, -5.4366], [-2.8730, -1.0619, -6.3046], [-3.4928, 0.0812, -3.5194], [-5.8028, 0.4571, -4.7011], [-5.0304, 0.1125, -6.1856], [-6.0610, 2.9068, -5.4046], [-5.5142, 2.1321, -6.8114], [-4.6332, 3.6153, -6.1992], [-3.7243, -2.2840, -3.7900], [-5.0827, -1.5024, -3.3046], [5.0335, -0.1370, -3.8444], [4.0884, 0.3016, -2.7652], [3.9815, -0.7067, -1.6112], [3.3689, -1.8714, -2.1025], [3.4309, -2.9682, -1.2355], [4.6054, 1.5422, -2.1271], [5.3178, 0.6823, -4.5088], [4.6288, -0.9328, -4.4701], [5.9744, -0.5276, -3.4445], [3.1160, 0.5258, -3.2075], [3.3909, -0.3372, -0.7631], [5.0098, -0.8416, -1.2501], [3.2302, -3.9330, -1.7047], [2.7398, -2.8785, -0.3887], [4.4499, -3.1022, -0.8473], [3.8478, 2.1841, -1.9208], [5.1753, 2.0342, -2.8070], [-1.5405, -5.2698, -2.5533], [-0.3797, -4.7576, -1.6958], [0.6652, -5.8449, -1.5554], [1.9125, -5.2553, -1.1091], [2.7734, -6.2293, -0.4940], [0.2263, -3.6311, -2.4223], [-1.2631, -5.6252, -3.5434], [-2.2670, -4.4620, -2.6714], [-2.1077, -6.0304, -2.0086], [-0.7910, -4.3833, -0.7630], [0.9867, -6.3310, -2.4856], [0.4031, -6.6300, -0.8379], [2.2230, -6.6068, 0.3686], [3.5107, -5.6000, 0.0110], [3.1908, -6.9461, -1.1969], [0.7047, -3.7688, -3.3034], [0.9901, -3.3802, -1.7927]],
  "atomic_forces_ev_per_a": [[-0.0270, -0.5385, -1.1378], [0.1904, -0.2668, 0.5485], [-0.2552, -0.0325, 0.8500], [0.3588, -0.3227, 0.2073], [-0.2771, 0.7639, -1.6207], [-0.5635, -0.9650, 2.4743], [1.1095, 0.4289, -1.4049], [0.2319, 0.4591, -0.4142], [-1.0501, -0.1925, -0.1863], [0.5807, -0.2609, -0.8774], [0.0291, 0.2512, 0.7400], [-0.1448, 0.1918, 0.7746], [-0.4639, -0.0448, 0.0020], [0.1771, 0.0765, 0.1760], [0.2833, -0.1850, -0.1562], [-0.2438, 0.2337, -0.1848], [-0.5679, 0.1590, -0.1852], [0.1409, -0.0458, 0.0734], [0.1646, -0.4575, 0.0125], [0.1130, 0.2530, 0.4218], [0.3193, -0.1940, -0.1150], [0.1519, 0.4896, -0.1870], [0.2991, 0.3938, 0.1300], [-0.1786, 0.2892, 0.4142], [0.0882, -0.1042, 0.0057], [-0.0091, 0.0852, 0.1168], [-0.1646, 0.1343, -0.3775], [0.0305, 0.0632, -0.0737], [-0.1282, -0.1966, -0.4569], [-0.1787, -0.4066, 0.3078], [-0.8594, -0.0195, -0.2458], [-0.9919, -1.4497, -0.3750], [-0.6300, 0.1465, -0.3096], [-0.6894, -0.8971, 0.9808], [2.4207, -0.9629, 0.0081], [-1.3259, -1.8471, 0.1834], [1.8602, 0.6054, 0.9578], [0.3384, 0.3220, -0.1548], [-0.0648, -0.6886, -0.8986], [-0.0136, 1.3454, -0.8939], [0.7548, 1.2790, 0.0837], [0.6878, 0.4098, 0.3509], [0.3489, -0.0136, -0.4771], [-0.2224, 0.1569, 0.0716], [0.2115, 0.1154, 0.5961], [-0.0121, -0.1102, -0.4801], [0.2934, 0.6600, -0.4026], [-0.0415, 0.3676, -0.1560], [-0.9914, 1.1977, 0.2498], [-0.0948, -0.3076, -0.8631], [0.5698, 0.6450, 0.0621], [-0.2821, 0.2755, 0.0819], [-0.4082, 0.2500, 0.5029], [0.2385, 0.2596, 0.5118], [0.1327, -0.8570, 0.4919], [-0.2043, -0.3191, -0.0368], [-0.3446, -0.2743, 0.4040], [-0.2677, -0.2980, 0.0159], [-0.0233, 0.1252, 0.0226], [-0.3338, -0.2823, -0.3684], [-0.4866, 0.3261, 0.2942], [1.6213, 1.3753, 1.3353], [0.2561, -1.6109, -0.4285], [-0.8984, 0.2311, -0.4106], [0.9092, -1.0449, -0.3681], [0.9619, 1.2073, 1.0517], [-1.1193, -0.4527, 1.2741], [-0.5358, -0.8121, 0.2176], [-0.7594, -0.0263, 0.5559], [-0.9805, 0.2503, 0.4444], [0.1880, -0.4407, -0.9799], [0.5893, -0.2687, -0.4870], [-0.3231, 0.2082, -0.6323], [0.0044, 0.0937, 0.1776], [0.2680, 0.5728, 0.2165], [-0.0268, 0.6564, -0.2849], [-0.5076, -0.0771, -0.2297], [-0.0552, 0.2157, -0.3178], [-0.2039, 0.1815, -0.1980], [-0.2139, 0.0253, 0.1561], [-0.0634, -0.2075, -0.1665], [0.3081, -0.1751, -0.4255], [0.0994, -0.1280, -0.1123], [0.2659, -0.4316, -0.3561], [0.1501, -0.1137, -0.5829], [0.5104, -0.0943, 0.2648], [-0.2142, 0.0025, 0.4721], [-0.0741, -0.0605, -0.0278], [-0.0429, 0.0052, -0.0783], [0.3563, 0.5245, -0.3547], [0.1279, 0.8618, -0.1658], [1.6808, 0.0552, -0.7819], [-0.7108, -1.3045, -0.1988], [-0.1372, 0.1402, 0.0332], [0.4094, 0.2267, 0.1022], [0.1159, -0.3962, -0.1178], [-0.1488, -0.1048, 0.3115], [-0.1333, -0.2146, -0.2712], [-0.1147, 0.1372, 0.0095], [-0.8399, -0.5085, 0.8059], [0.4885, 0.9864, -0.1296], [0.5474, -0.0875, 0.4814], [-0.2614, 0.1636, 0.1649], [0.1796, -0.1895, -0.3329], [-0.4866, -0.2211, -0.2467], [-0.3717, 0.5610, -0.0345], [-0.3199, -0.1671, 0.2885], [-0.4467, 0.9926, -0.9485], [0.6769, -0.3147, 0.3904], [-1.3621, 0.6125, -0.0734], [1.1280, -0.3192, 0.0401], [-0.7194, 0.1725, 0.7020], [-0.1247, 0.2853, -0.0277], [0.1278, 0.1200, 0.4483], [0.5891, -0.4795, 0.1393], [-0.1902, 0.0223, 0.3711], [-0.3859, 0.4076, -0.5954], [0.3226, -0.0632, -0.5366], [-0.1739, -0.3029, 0.4581], [0.3779, -0.1897, -0.0764], [-0.0522, 0.0665, -0.0937], [0.0541, -0.1403, -0.3758], [0.2379, -0.3931, 0.2071], [-0.0333, -0.4287, -0.1679], [-0.8501, -1.0152, 0.2083], [0.8841, -0.2092, -0.8733], [-1.1345, -0.2600, 0.1919], [0.2724, -0.4225, -0.5624], [-0.8740, 0.3533, -1.0647], [0.7295, 0.3545, 0.1919], [0.4969, 0.4132, 0.1271], [0.1872, -0.0565, -0.0417], [-0.2957, 0.4365, 0.1016], [-0.1454, 0.1586, 0.6515], [-0.0508, 0.1794, 0.0364], [0.3858, 0.0736, -0.2900], [0.1557, -0.4133, 1.6952], [1.3774, 0.4215, -0.0196], [-0.5134, 0.2773, -0.2197], [-0.3333, -0.0724, 0.2016], [-0.2407, -0.2301, -0.1503], [0.7675, -0.3109, 0.8432], [0.6326, -0.4663, 0.3749], [-0.0673, 0.0136, 0.2969], [-0.1138, -0.4018, 0.2420], [-1.1917, -0.3761, -0.3474], [-0.2555, -0.0819, -0.7163], [-0.3254, -0.5141, -0.2103], [-0.7094, 0.6312, -0.2553], [0.0256, -0.0531, 0.0117], [0.0850, 0.6974, -0.3381], [0.0568, 0.4110, 0.3468], [0.3569, 0.0847, -0.1963], [0.2638, 0.1533, 0.4004], [0.3773, 0.4546, -0.4498], [0.1636, -0.1642, -0.0633], [-0.0646, -0.0218, 0.1198], [0.0185, -0.0856, 0.0352], [0.6591, -0.6056, -0.5019], [-0.1549, 0.9452, 1.0333], [-0.3094, 0.2042, -0.6226], [0.1390, -0.4273, -0.5622], [0.8647, -0.4843, 0.5418], [0.1136, 0.1043, -0.3771], [-0.2391, 0.1020, 0.0142], [-0.1744, 0.0280, 0.1024], [-0.0568, 0.0684, 0.2191], [-0.1151, -0.3883, 0.0309], [0.0433, 0.3466, -0.0964], [-0.0289, -0.4128, 0.0141], [-0.2472, 0.8213, -0.5587], [0.0089, 0.1535, 0.0228], [0.0466, 0.3340, 0.2464], [-0.0749, -0.1426, 0.1643], [0.0860, 0.0191, 0.1133], [-0.8638, 0.1645, 0.9201], [0.1118, -0.7246, -2.9828], [1.5697, -0.3218, 0.8218], [-0.7390, -1.0795, 0.3814], [-0.7797, 2.0117, 0.8868], [0.2464, 1.4759, 1.8276], [0.2336, -0.0730, 0.0830], [0.1604, 0.1197, -0.1700], [0.2068, -0.2989, -0.2144], [0.3415, -0.0468, 0.2631], [-0.9727, 0.0195, -0.3168], [-0.3368, 0.0225, -0.0273], [-0.0145, -0.9735, -0.2326], [0.6101, -0.3143, -0.4771], [-0.0538, -0.1836, 0.1288], [-0.4284, -0.8196, -0.1675], [-0.0288, 0.5857, -0.3747]]
}